{
  "formula": "C4H6N2O",
  "method": "ωB97M-V with the def2-TZVPD basis set",
  "mol_weight_g_mol": 98.10,
  "orbital_gap_ha": 0.410,
  "smiles": "[H]/N=C(\\C#N)OCC",
  "relative_energy_ev": 2.579,
  "lumo_ha": 0.003,
  "e_homo_ev": -11.062,
  "largest_force_ev_per_a": 1.228,
  "species": ["C", "C", "O", "C", "N", "C", "N", "H", "H", "H", "H", "H", "H"],
  "xyz": [[1.33954, 0.68788, 0.06290], [0.04130, 0.73841, 0.94187], [-1.23563, 0.73605, 0.23730], [-1.13682, -0.30598, -0.60925], [-0.55263, -0.14806, -1.71377], [-1.51393, -1.58887, -0.00226], [-1.77570, -2.60218, 0.49318], [1.35566, 0.17685, -0.91307], [1.69363, 1.68950, -0.18164], [2.08443, 0.13534, 0.63996], [-0.03370, 1.63228, 1.57307], [0.00765, -0.12936, 1.61776], [-0.27380, -1.02187, -2.14605]],
  "forces_ev_per_angstrom": [[0.1, 0.2, 0.4], [0.4, -0.1, 0.1], [0.1, 0.0, -0.3], [0.3, -0.1, -0.5], [-0.5, -0.3, 0.0], [-0.3, -1.0, 0.3], [0.3, 1.1, -0.5], [-0.6, 0.1, 0.7], [0.1, 0.0, 0.3], [0.1, 0.4, 0.2], [0.4, -0.2, -0.3], [0.2, 0.1, -0.1], [-0.6, -0.3, -0.3]],
  "lowdin_charge": [-0.06, -0.18, -0.05, -0.49, 0.19, -0.11, 0.17, 0.06, 0.07, 0.08, 0.13, 0.11, 0.09]
}